Computed, not measured: a single C24H33N3O3 molecule, with ωB97M-V/def2-TZVPD.

Last column: Löwdin charge in e.
CARTESIAN COORDINATES (ANGSTROEM)
C (-3.36882, -4.86013, 1.34922)  -0.10
C (-2.76809, -3.48925, 1.06096)  -0.23
C (-1.46514, -3.55928, 0.25586)  -0.33
C (-1.67541, -4.19237, -1.11962)  -0.06
C (-0.84199, -2.15837, 0.15382)  -0.19
N (-1.62630, -1.29011, -0.70030)  0.15
C (-1.75399, 0.03008, -0.48304)  -0.56
O (-1.21975, 0.63644, 0.41971)  0.07
O (-2.54478, 0.58915, -1.42503)  0.03
C (-2.81260, 1.98874, -1.28457)  -0.11
C (-4.08340, 2.21861, -0.50932)  -0.20
C (-5.27837, 2.47680, -1.16698)  -0.04
C (-6.44711, 2.65707, -0.44789)  -0.09
C (-6.43179, 2.57214, 0.93382)  -0.09
C (-5.24412, 2.30745, 1.59487)  -0.08
C (-4.07397, 2.13269, 0.87782)  -0.03
C (0.62841, -2.19463, -0.32459)  -0.43
O (1.19592, -3.20268, -0.69429)  0.07
N (1.19628, -0.98048, -0.29358)  0.09
C (2.57307, -0.73767, -0.65013)  -0.12
C (3.22672, 0.12408, 0.44072)  -0.27
C (4.67608, 0.45952, 0.16018)  -0.18
C (5.12281, 0.86684, -1.09187)  -0.05
C (6.44282, 1.23519, -1.28604)  -0.08
C (7.33923, 1.20815, -0.23227)  -0.09
C (6.90774, 0.80283, 1.01873)  -0.08
C (5.58878, 0.43287, 1.21002)  -0.04
N (2.38598, 1.29709, 0.69912)  -0.23
C (2.37963, 2.30365, -0.33978)  -0.09
C (2.62721, 1.89154, 1.99501)  -0.09
H (-3.69994, -5.34445, 0.43488)  0.07
H (-4.22788, -4.76108, 2.00893)  0.07
H (-2.63608, -5.50119, 1.83421)  0.08
H (-3.49449, -2.88005, 0.51778)  0.11
H (-2.56613, -2.98866, 2.01101)  0.11
H (-0.74208, -4.17428, 0.80076)  0.15
H (-1.87566, -5.25453, -1.01275)  0.08
H (-0.77531, -4.08254, -1.71725)  0.07
H (-2.51851, -3.74319, -1.64219)  0.08
H (-0.83646, -1.68928, 1.14650)  0.16
H (-2.03342, -1.68103, -1.53383)  0.15
H (-2.89848, 2.37132, -2.30406)  0.13
H (-1.96289, 2.45596, -0.77475)  0.13
H (-5.29236, 2.53952, -2.24565)  0.11
H (-7.37173, 2.86231, -0.96729)  0.10
H (-7.34448, 2.71154, 1.49439)  0.10
H (-5.22863, 2.23907, 2.67266)  0.10
H (-3.14571, 1.92415, 1.38881)  0.11
H (0.70926, -0.18690, 0.10981)  0.11
H (3.08166, -1.70156, -0.72749)  0.13
H (2.61591, -0.24763, -1.62756)  0.11
H (3.18881, -0.46585, 1.36510)  0.15
H (4.44483, 0.89554, -1.93080)  0.10
H (6.77160, 1.54665, -2.26695)  0.10
H (8.36806, 1.49840, -0.38570)  0.10
H (7.59966, 0.77393, 1.84785)  0.10
H (5.26238, 0.11281, 2.18968)  0.11
H (3.33479, 2.84305, -0.42850)  0.09
H (1.59741, 3.02542, -0.10470)  0.09
H (2.14054, 1.84964, -1.29820)  0.08
H (1.85783, 2.64053, 2.17929)  0.09
H (2.55039, 1.12591, 2.76562)  0.09
H (3.61248, 2.37619, 2.07288)  0.09

Calculated values
Net charge ... 0
ΔE to the lowest compared entry with this formula, charge and spin ... 98.1 kJ/mol
HOMO-LUMO gap ... 9.3 eV


Computed, not measured: a molecular structure, C5H19O10PPd2 at a distorted geometry, with ωB97M-V/def2-TZVPD.

Last column: Löwdin charge in e.
CARTESIAN COORDINATES (ANGSTROEM)
Pd (-3.12720, -1.23895, -0.20189)  0.79
Pd (-0.08903, -3.26457, -3.08645)  0.79
O (-0.20024, -1.04818, -0.94370)  -0.53
H (0.31598, -0.43050, -0.39006)  -0.13
P (-3.82353, -2.47000, -3.84168)  0.01
O (-5.00347, -3.38516, -4.23862)  -0.23
O (-4.12650, -1.19233, -3.05615)  -0.24
O (-2.54330, -2.28593, -4.76933)  -0.24
O (-3.14023, -3.24930, -2.68068)  -0.20
C (-1.37935, 1.72300, 2.34466)  -0.18
C (-2.51923, 2.59374, 1.71267)  -0.25
O (-2.84554, 1.97424, 0.51369)  -0.08
O (-1.93136, 0.39794, 2.57560)  -0.10
H (-1.31733, 2.22045, 3.31254)  0.10
H (-0.37553, 1.63943, 1.92818)  0.12
H (-2.24899, 3.64764, 1.64656)  0.12
H (-3.44306, 2.67965, 2.28474)  0.12
H (-3.31809, 2.50362, -0.13287)  0.10
H (-1.36991, -0.14907, 3.12982)  0.07
C (1.17842, -3.09308, 3.30814)  -0.20
O (0.32991, -2.92388, 4.38237)  -0.11
H (2.08134, -2.48254, 3.31635)  0.08
H (1.53652, -4.08954, 3.04942)  0.07
H (0.58398, -2.83367, 2.43210)  0.07
H (-0.44392, -3.49117, 4.35099)  0.08
C (1.52757, 2.13222, -3.91988)  -0.16
O (0.76924, 2.14230, -2.71786)  -0.14
H (2.04889, 3.08912, -3.94615)  0.07
H (2.38021, 1.45876, -3.83308)  0.07
H (0.81610, 2.07565, -4.74371)  0.08
H (0.49092, 1.25372, -2.48432)  0.05
C (4.73334, 1.29636, 1.03345)  -0.14
O (5.71613, 0.47648, 0.34733)  -0.14
H (3.95948, 0.75358, 1.57625)  0.07
H (5.17043, 2.04496, 1.69425)  0.08
H (4.29262, 1.78619, 0.16515)  0.07
H (5.31470, -0.26118, -0.11777)  0.07

Calculated values
Net charge ... 0
Multiplicity ... 5
HOMO-LUMO gap (alpha / beta) ... 6.9 / 5.6 eV


Computed, not measured: a molecular structure, C36H32BiBrN6O2S at a distorted geometry, with ωB97M-V/def2-TZVPD.

Last column: Löwdin charge in e.
CARTESIAN COORDINATES (ANGSTROEM)
Bi (-0.66479, -0.27390, -0.14436)  1.93
O (-3.15875, -1.41447, -4.85046)  0.05
C (-2.77436, -0.14189, -5.14710)  -0.27
C (-3.29496, 0.53921, -6.23944)  -0.01
C (-2.85274, 1.81388, -6.53894)  -0.06
C (-1.89022, 2.42520, -5.75047)  -0.07
C (-1.38933, 1.75878, -4.64870)  -0.02
C (-1.82763, 0.48280, -4.33131)  -0.12
C (-1.34843, -0.22566, -3.08856)  -0.45
O (-1.35318, 0.62317, -2.00949)  -0.41
N (0.01113, -0.74886, -3.30278)  0.03
N (0.65865, -1.17026, -2.22685)  -0.11
C (1.56786, -2.07780, -2.26624)  -0.20
C (2.39277, -2.39617, -1.14570)  -0.57
Br (2.50913, -0.99893, 0.19811)  0.83
C (3.11238, -3.51372, -0.93092)  -0.09
C (2.98385, -4.77655, -1.62257)  -0.22
C (1.79056, -5.17233, -2.24076)  -0.05
C (1.65346, -6.44294, -2.76395)  -0.06
C (2.70594, -7.34358, -2.68609)  -0.05
C (3.90017, -6.96231, -2.09061)  -0.05
C (4.03669, -5.69833, -1.55252)  -0.02
H (-3.76285, -1.73257, -5.53497)  0.12
H (-4.05436, 0.06607, -6.84727)  0.12
H (-3.26696, 2.32614, -7.39222)  0.11
H (-1.53953, 3.41721, -5.98563)  0.11
H (-0.65386, 2.22003, -4.00944)  0.10
H (-2.01081, -1.10272, -2.92834)  0.13
H (0.13801, -1.26228, -4.17411)  0.16
H (1.80418, -2.60393, -3.19433)  0.15
H (3.83096, -3.50194, -0.12228)  0.11
H (0.94764, -4.49786, -2.24513)  0.09
H (0.71642, -6.74628, -3.20942)  0.11
H (2.58984, -8.34476, -3.07140)  0.11
H (4.71493, -7.66697, -2.02529)  0.12
H (4.96204, -5.41915, -1.07067)  0.12
C (-3.96552, 0.45377, -1.10347)  -0.01
C (-3.40388, 1.50579, -0.22024)  -0.29
C (-3.99501, 2.77122, -0.15455)  0.03
C (-3.57383, 3.67081, 0.80284)  0.00
C (-2.62388, 3.26994, 1.73888)  0.02
C (-2.05422, 2.01308, 1.60851)  -0.21
N (-2.39090, 1.20468, 0.58428)  0.00
C (-1.23226, 1.37538, 2.65172)  -0.23
C (-1.18377, 1.81259, 3.97472)  0.03
C (-0.61384, 0.97856, 4.92836)  0.00
C (-0.13522, -0.26809, 4.55672)  0.04
C (-0.18328, -0.62659, 3.20629)  -0.20
N (-0.68144, 0.21359, 2.30233)  0.01
C (0.19475, -1.95975, 2.70604)  -0.26
C (1.11121, -2.79464, 3.33687)  0.01
C (1.39725, -4.01576, 2.74166)  -0.01
C (0.74029, -4.38085, 1.57953)  0.01
C (-0.19718, -3.50683, 1.03392)  -0.34
C (-1.01724, -3.85588, -0.16514)  -0.02
N (-0.43034, -2.32538, 1.58392)  0.01
H (-5.01731, 0.31218, -0.85347)  0.11
H (-3.90759, 0.74995, -2.14818)  0.10
H (-3.43852, -0.48564, -0.97159)  0.06
H (-4.78878, 3.02717, -0.83599)  0.13
H (-4.01296, 4.65522, 0.85962)  0.13
H (-2.34359, 3.91867, 2.55281)  0.12
H (-1.62268, 2.74971, 4.26980)  0.12
H (-0.58214, 1.28435, 5.96305)  0.13
H (0.23113, -0.95796, 5.30007)  0.12
H (1.61194, -2.49007, 4.24145)  0.12
H (2.12913, -4.67379, 3.18191)  0.12
H (0.94494, -5.32376, 1.10124)  0.12
H (-0.75013, -4.83941, -0.54032)  0.08
H (-2.07237, -3.85364, 0.10760)  0.10
H (-0.88596, -3.11743, -0.95533)  0.04
S (2.25103, 3.50381, 0.41323)  1.13
C (1.69583, 3.29316, -1.19915)  -0.31
C (0.85576, 2.23444, -1.26977)  -0.22
N (0.64705, 1.61534, -0.08226)  -0.22
C (1.32127, 2.17360, 0.89579)  -0.49
H (2.01206, 3.93932, -1.99461)  0.09
H (0.33299, 1.84689, -2.12480)  0.08
H (1.31374, 1.81138, 1.90453)  0.08

Calculated values
Net charge ... +2
ΔE to the lowest compared entry with this formula, charge and spin ... 25.1 kJ/mol
HOMO-LUMO gap ... 6.8 eV


Computed, not measured: 2 unconnected molecules or ions with the total composition C6H9N2O2 at a distorted geometry, with ωB97M-V/def2-TZVPD.

Last column: Löwdin charge in e.
CARTESIAN COORDINATES (ANGSTROEM)
C (2.71604, -0.33336, 0.60294)  -0.05
C (2.59573, 0.33418, 2.02023)  -0.79
O (1.39378, 0.65123, 2.32776)  -0.16
O (3.55435, 0.47464, 2.76393)  -0.07
H (2.11766, 0.27811, 0.01416)  -0.04
H (2.27969, -1.36114, 0.49742)  0.08
H (3.78629, -0.31572, 0.27611)  0.07
C (-2.24259, -1.34362, -1.92021)  -0.08
C (-1.54148, -0.17180, -1.18413)  -0.29
C (0.01206, 1.16454, -0.15449)  -0.19
C (-2.23087, 0.40092, -0.05677)  -0.10
N (-0.19529, 0.42021, -1.27358)  0.04
N (-1.21050, 1.19957, 0.57279)  -0.01
H (1.00276, 1.55839, 0.29508)  0.12
H (-3.24841, -1.49002, -1.63402)  0.04
H (-1.68791, -2.25613, -1.78442)  0.06
H (-1.42833, 1.48221, 1.62290)  0.18
H (-3.35967, 0.42667, 0.01925)  0.11
H (-2.31331, -1.11890, -3.00498)  0.07

Calculated values
Net charge ... -1
ΔE to the lowest compared entry with this formula, charge and spin ... 278.6 kJ/mol
HOMO-LUMO gap ... 7.4 eV